The following is a quantum chemistry calculation of a molecular structure, C10H20NO2S, from the Open Molecules 2025 dataset.

- Multiplicity: 1
- Charge: -1
- Orbital gap (spin up / spin down): 5.983 / 5.984 eV
- Energy: -27111.9288 eV

Each line ends with the Mulliken charge.
Element x y z (Å)
C -0.367 0.609 -3.239  -1.02
C -0.651 -0.067 -2.150  0.43
C 2.060 1.507 3.740  -1.49
C -0.200 -2.828 -1.701  -1.56
C -1.290 -1.757 0.292  -1.45
C -2.699 -2.961 -1.403  -1.78
C 1.590 1.519 2.293  0.05
C 1.223 2.921 1.819  -0.51
C 0.756 2.915 0.369  -0.80
C -1.450 -2.101 -1.189  1.81
N 0.506 0.354 -0.687  -0.10
O 1.575 0.792 -1.159  -0.69
O -1.676 -0.935 -1.979  -0.46
S -0.618 1.795 0.055  -0.28
H -0.899 0.522 -4.177  0.31
H 0.450 1.310 -3.202  0.26
H 2.275 0.491 4.066  0.39
H 1.291 1.922 4.391  0.32
H 2.965 2.104 3.858  0.34
H -0.305 -3.044 -2.763  0.36
H 0.662 -2.179 -1.563  0.35
H -0.040 -3.759 -1.162  0.44
H -2.161 -1.210 0.644  0.34
H -0.423 -1.110 0.402  0.38
H -1.162 -2.664 0.878  0.44
H -2.605 -3.904 -0.869  0.37
H -3.574 -2.428 -1.037  0.39
H -2.840 -3.162 -2.463  0.41
H 0.708 0.884 2.184  0.12
H 2.364 1.111 1.639  0.32
H 2.092 3.586 1.908  0.33
H 0.427 3.321 2.456  0.26
H 0.467 3.918 0.044  0.39
H 1.549 2.530 -0.296  0.33

The following is a quantum chemistry calculation of 2 unconnected molecules or ions with the total composition C10H20NO4S, from the Open Molecules 2025 dataset.

- Multiplicity: 1
- Charge: +1
- Orbital gap: 7.086 eV
- Energy: -31200.0022 eV

Each line ends with the Mulliken charge.
Element x y z (Å)
C 2.482 1.787 -0.520  -0.77
C 1.991 0.591 -1.483  0.48
O 2.873 -0.091 -2.027  -0.50
O 0.574 0.349 -1.655  -0.36
C 0.203 -0.479 -0.520  -0.19
C -1.360 -0.849 -0.500  -0.89
C -2.231 0.136 0.418  -0.77
C -3.177 1.153 -0.387  0.10
C -4.729 0.734 -0.197  -0.77
S -5.530 1.799 -1.516  0.00
C -4.059 1.542 -2.618  -0.02
N -3.004 1.255 -1.865  0.03
H 1.681 1.952 0.287  0.25
H 3.494 1.565 -0.065  0.41
H 2.524 2.733 -1.173  0.32
H 0.450 -0.019 0.496  0.11
H 0.775 -1.468 -0.632  0.36
H -1.433 -1.890 -0.013  0.39
H -1.761 -0.988 -1.562  0.40
H -2.889 -0.501 1.095  0.44
H -1.522 0.750 1.059  0.43
H -3.115 2.137 0.182  0.14
H -4.984 -0.327 -0.559  0.38
H -5.220 1.001 0.805  0.43
H -4.082 1.620 -3.749  0.38
H -2.084 1.080 -2.305  0.27
C 3.487 -2.435 1.978  -0.38
C 2.774 -1.099 2.115  -0.12
O 3.508 -0.096 1.406  -0.56
O 4.812 -2.329 2.480  -0.52
H 2.966 -3.218 2.533  0.36
H 3.555 -2.729 0.924  0.25
H 2.738 -0.790 3.161  0.32
H 1.755 -1.146 1.719  -0.05
H 3.415 -0.283 0.461  0.31
H 5.123 -1.446 2.227  0.34